This record from the Open Molecules 2025 dataset describes a structure of composition C34H45NO5OsP2Se2Si in a non-equilibrium geometry. The level of theory is ωB97M-V/def2-TZVPD.

Calculated values
DFT total energy = -7619.225492 a.u.
HOMO-LUMO gap (alpha / beta) = 7.71 / 6.17 eV
Max |F| = 1.001 eV Å⁻¹
E_LUMO (alpha / beta) = 0.19 / -1.43 eV

```
! wB97M-V def2-TZVPD RIJCOSX def2/J DEFGRID3
* xyz 0 5
Os 0.561 -0.598 0.097
Se 2.092 0.018 -2.571
Se -1.144 1.959 -2.157
P -0.848 -1.865 1.451
P -0.878 -1.666 -1.579
Si 3.213 -1.029 1.654
O 1.536 -1.530 -2.289
O 1.689 0.698 -1.049
O -0.485 1.514 1.261
O 1.204 0.753 -3.707
O 3.687 0.053 -2.758
N 1.692 -0.088 1.662
C 0.242 4.287 -3.773
C -4.233 1.992 -2.918
C -1.516 3.538 0.500
C 3.468 -1.881 3.308
C -3.386 3.053 -3.568
C -2.490 -1.925 0.676
C 3.018 -2.424 0.427
C -3.915 3.724 0.492
C -4.892 -2.041 0.740
C -1.049 -1.224 3.139
C -1.886 5.016 -4.850
C -3.671 -2.046 1.399
C 0.047 2.850 3.217
C -4.018 2.458 1.050
C -0.404 -3.419 -1.808
C -0.475 -3.610 1.824
C -2.005 3.164 -3.322
C -1.242 4.158 -3.967
C -3.983 3.947 -4.446
C -3.910 5.876 -6.066
C -2.874 1.725 1.340
C -4.924 -1.935 -0.643
C 2.311 1.305 3.572
C -3.743 -1.840 -1.367
C 1.452 0.983 2.514
C -2.664 4.264 0.222
C -3.250 4.930 -5.102
C -2.512 -1.830 -0.721
C -1.640 2.273 1.055
C 0.911 3.122 4.269
C 0.321 1.808 2.349
C 2.053 2.356 4.435
C 4.608 0.081 1.143
C -1.365 -1.235 -3.274
H 0.774 3.573 -4.406
H -3.737 6.914 -5.777
H 0.190 -3.472 -2.717
H 0.690 3.939 4.943
H -5.813 -2.113 1.304
H 2.746 2.570 5.237
H -1.301 5.778 -5.355
H -5.050 3.871 -4.629
H -3.649 -2.122 2.481
H -1.329 -0.172 3.141
H 5.451 -0.518 0.791
H -0.471 -0.966 -3.833
H 4.305 -2.580 3.218
H 0.572 5.294 -4.028
H -1.780 -1.806 3.700
H 2.177 -3.089 0.649
H -2.578 5.243 -0.230
H 0.536 4.053 -2.751
H -1.296 -4.040 -1.899
H -5.874 -1.921 -1.162
H -4.810 4.286 0.258
H 3.925 -3.032 0.512
H -0.531 3.931 0.289
H -2.948 0.730 1.754
H -0.837 3.454 3.070
H -2.050 -0.392 -3.279
H 4.960 0.736 1.942
H -4.021 1.894 -1.854
H 0.223 -3.772 -0.993
H 0.469 -3.678 2.366
H -5.291 2.223 -3.045
H -0.079 -1.308 3.631
H -1.276 -4.008 2.451
H -4.986 5.711 -6.111
H -4.991 2.031 1.258
H 4.269 0.697 0.305
H -3.506 5.749 -7.073
H 3.682 -1.221 4.148
H -3.793 -1.760 -2.445
H -4.043 1.015 -3.374
H -0.410 -4.206 0.918
H 2.943 -2.113 -0.616
H -1.834 -2.119 -3.709
H 2.581 -2.468 3.566
H 3.210 0.722 3.711
*
```